1.
{"formula": "C40H53Cl2CsGe2N4O3Si", "method": "ωB97M-V/def2-TZVPD", "e_lumo_ev": 3.5, "charge": -2, "multiplicity": 1, "gap_ha": 0.1348, "homo_energy_ev": -0.19, "species": ["Cs", "Cl", "C", "C", "C", "N", "C", "O", "C", "C", "C", "C", "C", "N", "C", "C", "C", "Cl", "N", "C", "O", "C", "C", "C", "C", "C", "N", "H", "H", "H", "H", "H", "H", "H", "H", "H", "H", "C", "C", "Ge", "C", "C", "C", "C", "Ge", "C", "C", "C", "C", "C", "C", "C", "C", "C", "C", "H", "H", "H", "H", "H", "H", "H", "H", "H", "H", "H", "H", "H", "H", "H", "H", "H", "H", "H", "H", "H", "H", "H", "H", "H", "H", "C", "Si", "C", "C", "C", "H", "H", "H", "H", "H", "H", "H", "H", "H", "H", "H", "C", "C", "O", "H", "H", "H", "H", "H", "H"], "positions_angstrom": [[-0.229627, 0.873413, -0.181199], [1.217125, 7.434159, -4.185547], [1.517175, 5.934842, -3.351091], [0.472324, 5.063528, -3.130135], [0.640989, 3.843357, -2.447294], [-0.431135, 3.080478, -2.092132], [-1.465246, 2.930867, -2.910972], [-1.491738, 3.071267, -4.147063], [-2.771368, 2.527493, -2.247987], [-3.735911, 1.900817, -3.035655], [-4.990352, 1.663787, -2.508770], [-5.256040, 2.077757, -1.211663], [-4.234149, 2.685807, -0.502477], [-3.017738, 2.905876, -0.992293], [1.957128, 3.508575, -2.024156], [2.997536, 4.401785, -2.278097], [2.794620, 5.608569, -2.920726], [4.157723, 6.657173, -3.207558], [2.229470, 2.229779, -1.515281], [3.101176, 2.031763, -0.612695], [3.627815, 0.819541, -0.381978], [3.686061, 3.030926, 0.315252], [5.049301, 3.006459, 0.608990], [5.574975, 3.975198, 1.439167], [4.716931, 4.924327, 1.981742], [3.369705, 4.833745, 1.665977], [2.853676, 3.923938, 0.853906], [-0.514424, 5.316794, -3.488591], [-3.469833, 1.620905, -4.044483], [-5.754894, 1.166452, -3.093124], [-6.222717, 1.912787, -0.754363], [-4.401984, 3.012147, 0.520884], [4.008174, 4.126024, -2.008009], [5.671723, 2.239690, 0.167921], [6.633433, 3.997486, 1.665566], [5.082941, 5.707095, 2.631393], [2.659642, 5.536058, 2.093366], [1.847166, -3.361285, 3.869684], [1.496744, -1.995830, 3.276580], [0.541815, -1.920028, 1.438093], [1.546494, -3.513192, 0.580897], [1.031437, -3.774599, -0.834913], [-1.028279, -3.093969, 1.854639], [-2.261776, -3.045451, 1.319484], [-2.670617, -1.314027, 0.265277], [-4.248917, -0.482730, 1.363775], [-5.680198, -1.003489, 1.542043], [-3.444431, -1.816689, -1.616936], [-4.687202, -2.646371, -1.960911], [-3.235963, -4.142371, 1.567728], [-2.947353, -5.289921, 2.324681], [-3.882103, -6.293090, 2.520116], [-5.149655, -6.203054, 1.957998], [-5.456352, -5.086800, 1.193308], [-4.515817, -4.086246, 1.006510], [2.311776, -3.283393, 4.863361], [2.544653, -3.899932, 3.222145], [0.952477, -3.980754, 3.977321], [2.412814, -1.397855, 3.179961], [0.856774, -1.446741, 3.978750], [1.408247, -4.415797, 1.189820], [2.626452, -3.306420, 0.556003], [-0.052799, -3.918069, -0.815312], [1.480284, -4.663838, -1.298622], [1.234036, -2.920041, -1.490607], [-0.778317, -3.943177, 2.507060], [-4.312043, 0.527131, 0.946443], [-3.796186, -0.363315, 2.356486], [-6.176829, -1.151924, 0.577555], [-6.296827, -0.295948, 2.117070], [-5.698578, -1.952018, 2.078095], [-2.576749, -2.268229, -2.114481], [-3.558026, -0.826723, -2.073611], [-4.584522, -3.680582, -1.628468], [-4.867863, -2.671302, -3.045765], [-5.585946, -2.229417, -1.495097], [-1.967827, -5.404399, 2.771366], [-3.620476, -7.162763, 3.115123], [-5.879640, -6.990201, 2.111864], [-6.436965, -4.995200, 0.737375], [-4.754726, -3.220725, 0.411291], [4.498161, -3.081753, -1.937918], [4.834112, -1.395676, -1.157573], [6.219191, -0.514168, -2.108484], [5.332423, -1.553453, 0.653169], [3.298911, -0.285019, -1.250584], [5.422887, -3.587848, -2.224866], [3.873177, -2.986037, -2.828575], [3.961922, -3.722124, -1.234737], [7.141020, -1.100059, -2.126662], [6.442066, 0.448058, -1.639479], [5.924973, -0.315761, -3.141760], [6.233548, -2.155038, 0.792549], [4.522082, -2.010592, 1.226794], [5.510647, -0.562507, 1.076109], [2.407161, -0.787621, -0.868211], [3.081389, 0.083655, -2.256066], [-0.700500, 4.349838, 1.222792], [-0.486608, 3.352263, 2.348067], [-1.189789, 2.134278, 2.141057], [-0.030547, 5.204164, 1.344407], [-1.733820, 4.705140, 1.214211], [-0.492016, 3.887186, 0.257249], [-0.794493, 3.798003, 3.304541], [0.572699, 3.095072, 2.422668], [-2.019270, 2.350113, 1.697297]], "forces_ev_per_angstrom": [[0.3, 0.3, -0.5], [0.0, 0.0, 0.0], [0.0, -0.1, 0.1], [0.1, 0.0, 0.0], [0.1, 0.0, -0.1], [0.0, 0.2, 0.1], [0.3, 0.1, -0.2], [-0.1, 0.1, 0.1], [-0.3, 0.1, -0.2], [0.1, 0.0, 0.0], [0.0, 0.0, 0.1], [0.0, 0.0, -0.1], [0.0, 0.0, 0.0], [0.2, 0.0, 0.0], [-0.2, 0.6, -0.3], [-0.1, -0.2, 0.0], [0.0, 0.0, 0.0], [0.1, 0.0, 0.0], [0.7, -0.2, 0.1], [-0.6, -0.1, -0.7], [0.0, 0.1, 0.3], [0.3, 0.4, 0.5], [-0.1, -0.2, -0.2], [-0.1, 0.2, 0.2], [0.1, -0.2, -0.2], [-0.1, 0.2, 0.2], [0.1, -0.3, -0.2], [0.0, 0.0, 0.0], [0.0, 0.0, 0.0], [0.0, 0.0, 0.0], [0.0, 0.0, 0.0], [0.0, 0.0, 0.0], [0.0, 0.0, 0.0], [0.0, 0.0, 0.0], [0.0, 0.0, 0.0], [0.0, 0.0, 0.0], [0.0, 0.0, 0.0], [0.0, 0.1, 0.0], [-0.1, -0.1, 0.0], [0.8, -0.7, 0.4], [-0.1, 0.0, 0.0], [0.1, 0.0, 0.1], [0.0, 0.0, 0.0], [0.0, 0.3, -0.2], [-0.8, -0.4, 0.0], [0.0, -0.2, -0.1], [0.1, 0.1, 0.0], [-0.1, -0.1, 0.3], [0.1, 0.1, -0.1], [-0.1, -0.3, 0.1], [0.0, 0.0, 0.0], [0.0, 0.0, 0.0], [0.0, 0.0, 0.0], [-0.1, -0.1, 0.0], [0.1, 0.1, 0.1], [0.0, -0.1, 0.0], [0.0, 0.0, 0.0], [0.0, 0.0, 0.0], [0.0, 0.0, 0.0], [0.0, 0.0, 0.0], [0.0, 0.0, 0.0], [0.0, 0.0, 0.1], [0.0, 0.0, -0.1], [0.0, 0.0, -0.1], [-0.1, 0.0, 0.0], [0.0, 0.0, 0.0], [0.0, 0.0, 0.0], [0.0, 0.0, 0.0], [0.0, -0.1, 0.0], [0.0, 0.0, 0.0], [0.0, -0.1, 0.0], [0.0, 0.0, 0.0], [0.0, 0.0, 0.0], [-0.1, 0.0, 0.0], [0.0, 0.0, 0.0], [0.0, -0.1, 0.0], [0.0, 0.0, 0.0], [0.0, 0.0, 0.0], [0.0, 0.0, 0.0], [0.0, 0.0, 0.0], [0.0, 0.1, 0.0], [0.0, 0.2, 0.1], [0.2, -0.2, 0.0], [-0.2, 0.0, 0.1], [-0.1, 0.0, -0.2], [0.2, -0.2, 0.0], [0.0, 0.1, 0.0], [0.0, 0.0, 0.0], [0.0, 0.0, 0.0], [0.0, 0.0, 0.0], [0.0, 0.0, 0.0], [0.0, 0.0, 0.0], [0.0, 0.0, -0.1], [0.0, 0.0, 0.0], [0.0, 0.0, 0.0], [-0.1, 0.0, 0.1], [0.0, 0.0, 0.0], [0.1, -0.1, 0.1], [0.0, 0.3, 0.1], [-0.3, 0.4, 0.4], [0.0, 0.0, 0.0], [0.0, 0.0, -0.1], [-0.1, 0.1, -0.1], [0.1, -0.1, 0.0], [0.0, -0.1, 0.0], [-0.1, -0.1, 0.0]]}


2.
{"formula": "C15H24IrN6O6", "method": "ωB97M-V/def2-TZVPD", "e_lumo_ev": [-4.4, -5.8], "s2": 6.027, "charge": 1, "multiplicity": 5, "gap_ha": [0.1982, 0.2418], "homo_energy_ev": [-9.77, -12.36], "species": ["O", "H", "Ir", "N", "N", "N", "N", "O", "O", "O", "O", "C", "C", "C", "C", "C", "H", "H", "H", "C", "H", "H", "H", "C", "C", "H", "H", "H", "H", "H", "H", "H", "H", "C", "H", "H", "H", "O", "H", "H", "N", "C", "C", "C", "C", "C", "N", "C", "H", "H", "H", "H"], "positions_angstrom": [[-0.178030, -0.894790, -3.835966], [0.165993, -0.943112, -4.729621], [0.114900, 0.124010, -0.507903], [1.418859, -1.317066, -0.897009], [-0.979617, -1.625853, -0.442987], [0.591136, 2.026753, -0.245207], [-1.573771, 1.046388, 0.258378], [2.647395, -1.077527, -0.773650], [1.808806, 2.553911, -0.620813], [-2.743611, 0.459984, 0.505113], [-2.159811, -1.837366, 0.110640], [-0.399471, -2.769620, -0.887513], [0.943447, -2.577692, -1.224484], [-0.239311, 2.916339, 0.291025], [-1.455274, 2.328236, 0.674085], [1.814182, -3.543766, -1.956849], [1.620924, -3.504655, -3.054066], [1.583403, -4.564005, -1.595165], [2.865246, -3.304276, -1.734985], [-1.186717, -4.029601, -0.865796], [-2.102851, -3.942283, -1.471583], [-1.458595, -4.319472, 0.164416], [-0.557515, -4.825810, -1.283173], [0.238981, 4.300400, 0.480404], [-2.540909, 2.997248, 1.419683], [0.653598, 4.748531, -0.440798], [1.010633, 4.272349, 1.270296], [-0.619444, 4.911079, 0.805758], [-3.228837, 2.257482, 1.854554], [-3.075051, 3.653824, 0.710623], [-2.101899, 3.624971, 2.214149], [2.168399, 1.840911, -1.225589], [-2.499913, -0.653902, 0.316905], [-1.957806, -0.208161, -2.953210], [-2.196734, -1.271934, -2.872919], [-1.698227, 0.464031, -3.756714], [-2.540520, 0.290244, -2.087751], [0.981889, 0.643799, -2.204694], [0.537311, -0.399111, -3.349372], [0.341469, 1.325182, -2.519532], [4.363021, 1.746647, 3.790318], [3.385360, 1.183012, 3.481447], [2.160244, 0.498805, 3.140419], [1.297515, -0.021224, 4.114818], [0.113069, -0.628180, 3.712726], [-0.193711, -0.677560, 2.362532], [0.635925, -0.146558, 1.455784], [1.836643, 0.354140, 1.806749], [1.572390, 0.083155, 5.157589], [-0.591953, -1.068942, 4.419220], [-1.108973, -1.157563, 2.007630], [2.517800, 0.658594, 1.012074]], "forces_ev_per_angstrom": [[3.0, -0.8, -0.6], [0.0, -0.3, -0.5], [-2.1, -1.6, 0.9], [0.9, 1.0, 0.5], [0.0, -1.1, 0.1], [0.4, 2.9, 0.4], [-0.9, 3.0, 1.1], [0.5, -0.1, -0.1], [0.2, -1.1, -0.2], [1.3, -0.1, -0.2], [0.3, 1.6, 0.0], [2.3, 0.1, -0.3], [-2.1, -1.8, -0.4], [2.9, -1.4, -1.2], [-1.6, -2.9, -0.3], [0.1, -0.2, 0.2], [0.2, 0.1, 0.7], [0.2, 0.5, -0.3], [-0.4, -0.2, -0.3], [0.3, -0.6, -0.4], [0.3, 0.0, 0.3], [0.0, 0.3, -0.5], [-0.3, 0.1, 0.1], [-0.7, 0.7, 0.4], [-0.1, 0.5, 0.1], [-0.1, -0.4, 0.5], [-0.2, 0.3, -0.4], [0.5, -0.1, 0.0], [0.3, 0.4, -0.3], [-0.1, -0.2, 0.4], [-0.3, -0.2, -0.3], [-0.4, 0.8, 0.4], [-0.9, -0.3, 0.0], [-3.2, 1.5, 3.0], [0.3, 0.5, -1.1], [-0.7, -0.6, -0.1], [1.0, -0.3, -1.1], [-0.9, 1.1, -1.2], [-0.7, -0.6, -0.4], [0.8, -0.2, -0.1], [-2.2, -1.2, -0.8], [2.0, 1.0, 0.9], [0.2, -0.2, 0.2], [-0.1, 0.2, -0.1], [0.1, -0.2, 0.2], [0.0, 0.0, 0.4], [0.2, -0.3, 0.3], [-0.5, 0.1, -0.1], [-0.1, -0.1, 0.0], [0.3, 0.2, -0.1], [0.3, 0.3, 0.0], [-0.3, 0.0, 0.2]]}


3.
{"formula": "CH5OP", "method": "ωB97M-V/def2-TZVPD", "e_lumo_ev": 0.6, "multiplicity": 1, "gap_ha": 0.3504, "homo_energy_ev": -8.96, "species": ["C", "O", "P", "H", "H", "H", "H", "H"], "positions_angstrom": [[0.578808, -0.272173, -0.274401], [-0.030003, -0.635589, -1.427658], [-0.513267, -0.562086, 1.084309], [1.596799, -0.561325, -0.203097], [1.036192, 1.301338, -0.276870], [-0.834764, -0.236584, -1.604357], [-0.243359, 0.635809, 2.030590], [-1.590407, 0.330611, 0.671485]], "forces_ev_per_angstrom": [[1.1, 5.7, -0.5], [2.9, -2.0, -0.9], [-1.6, 1.9, 3.0], [0.5, -1.0, -0.1], [-1.3, -3.5, -0.1], [-2.4, 1.4, 0.0], [0.3, -1.8, -1.1], [0.5, -0.8, -0.3]]}


The evaluated energy relative to the best compared isomer or geometry (same formula, charge and spin) for the records listed, in turn: 229.14 316.18 322.07 kJ/mol.
The evaluated molar mass for the records listed, in turn: 1015.01 576.61 64.02 g/mol.